DFT (ωB97M-V with the def2-TZVPD basis set) results for C16H18N2OS in the gas phase.

Summary:
ΔE to the lowest compared entry with this formula, charge and spin ... 26.5 kcal per mole
SMILES ... COc1ccc(CNC(=S)Nc2ccccc2C)cc1
Orbital gap ... 8.5 eV

Each line ends with the Mulliken charge.
Geometry (Å):
C 4.700 0.835 4.541  -0.839
O 4.236 0.094 3.439  -0.448
C 2.895 0.038 3.209  0.868
C 1.927 0.690 3.965  -0.292
C 0.589 0.561 3.630  -0.899
C 0.188 -0.217 2.557  0.483
C -1.262 -0.342 2.171  -1.252
N -1.506 0.229 0.864  -0.225
C -1.701 -0.505 -0.259  0.393
S -1.934 -2.139 -0.202  -0.404
N -1.684 0.220 -1.410  -0.193
C -1.974 -0.200 -2.717  0.462
C -2.981 -1.120 -2.976  -0.320
C -3.264 -1.495 -4.276  -0.711
C -2.556 -0.942 -5.328  -0.603
C -1.563 -0.012 -5.071  -0.684
C -1.254 0.372 -3.775  0.809
C -0.164 1.372 -3.516  -1.611
C 1.162 -0.868 1.804  -0.179
C 2.496 -0.742 2.121  -0.672
H 4.450 1.897 4.447  0.334
H 4.298 0.449 5.483  0.340
H 5.783 0.720 4.538  0.240
H 2.198 1.299 4.812  0.374
H -0.153 1.074 4.228  0.301
H -1.555 -1.394 2.109  0.429
H -1.899 0.166 2.902  0.382
H -1.250 1.202 0.760  0.239
H -1.322 1.163 -1.344  0.261
H -3.539 -1.543 -2.158  0.431
H -4.044 -2.217 -4.464  0.383
H -2.774 -1.230 -6.345  0.378
H -1.011 0.422 -5.892  0.321
H 0.363 1.600 -4.439  0.390
H 0.558 0.984 -2.797  0.342
H -0.572 2.307 -3.126  0.360
H 0.863 -1.484 0.969  0.380
H 3.257 -1.246 1.546  0.431


DFT (ωB97M-V with the def2-TZVPD basis set) results for 2 unconnected molecules or ions with the total composition C4H7NO at a distorted geometry.

Summary:
ΔE to the lowest compared entry with this formula, charge and spin ... 65.2 kcal per mole
Orbital gap ... 9.4 eV

Each line ends with the Mulliken charge.
Geometry (Å):
C 1.192 -0.378 -1.375  -1.099
C -0.059 0.027 -0.650  0.057
C -0.670 -0.753 0.237  -0.331
O -0.202 -2.002 0.530  -0.480
C 0.347 3.099 1.553  -0.182
N -0.548 2.341 1.552  -0.111
H 1.724 0.494 -1.763  0.327
H 1.867 -0.927 -0.710  0.288
H 0.966 -1.037 -2.222  0.270
H -0.492 1.000 -0.860  0.366
H -1.234 1.617 1.502  0.307
H -1.577 -0.453 0.764  0.264
H -0.720 -2.383 1.246  0.324


DFT (ωB97M-V with the def2-TZVPD basis set) results for a molecular structure, C2H10N3OP at a distorted geometry.

Summary:
ΔE to the lowest compared entry with this formula, charge and spin ... 64.6 kcal per mole
Orbital gap (alpha / beta) ... 8.8 / 8.8 eV

Each line ends with the Mulliken charge.
Geometry (Å):
C -1.193 0.799 0.069  -0.949
C -1.114 -1.154 -1.458  -0.866
N 2.293 0.055 1.161  -0.480
N 1.844 -2.236 -0.158  -0.723
N -0.445 -0.054 -0.814  -0.363
O 0.402 -1.559 1.860  -0.611
P 1.102 -0.999 0.697  0.866
H -1.583 0.255 1.005  0.321
H -0.527 1.684 0.144  0.306
H -2.029 1.126 -0.594  0.420
H -0.673 -2.081 -1.234  0.337
H -2.141 -1.402 -1.044  0.334
H -1.239 -0.958 -2.569  0.234
H 2.093 0.791 1.795  0.231
H 3.084 0.234 0.498  0.249
H 1.263 -3.041 0.106  0.335
H 1.490 -2.052 -1.077  0.360


DFT (ωB97M-V with the def2-TZVPD basis set) results for 3 unconnected molecules or ions with the total composition C5H12O2.

Summary:
ΔE to the lowest compared entry with this formula, charge and spin ... 81.6 kcal per mole
SMILES ... COCC=O.[H][H].C=C
Orbital gap ... 10.8 eV

Each line ends with the Mulliken charge.
Geometry (Å):
C -3.063 0.651 0.353  -0.683
O -1.938 -0.091 0.755  -0.280
C -1.244 -0.632 -0.333  -0.286
C -0.141 -1.525 0.187  -0.174
O 0.711 -1.993 -0.527  -0.475
H -3.790 0.010 -0.169  0.290
H -2.784 1.480 -0.314  0.291
H -3.527 1.060 1.254  0.242
H -0.813 0.150 -0.980  0.314
H -1.903 -1.264 -0.955  0.364
H -0.206 -1.750 1.270  0.399
H 0.974 0.716 1.165  -0.334
H 0.302 0.721 1.487  0.342
C 2.955 0.966 -0.168  -0.694
C 2.866 -0.138 -0.901  -0.398
H 2.544 1.912 -0.509  0.291
H 3.430 0.967 0.810  0.316
H 3.259 -1.091 -0.559  0.227
H 2.368 -0.148 -1.866  0.248


Number 1: E -32747.3166 eV. Number 2: E -7796.8154 eV. Number 3: E -18042.0622 eV. Number 4: E -9471.5953 eV.